No. 1
2 unconnected molecules or ions with the total composition C31H35BrNO5. Source: the OMol25 dataset; level of theory: the ωB97M-V functional and the def2-TZVPD basis.

For the LUMO energy, the calculation gives 0.86 eV. Its total charge is -1. For the total energy, the calculation gives -4207.20296 Eh. The calculation puts the energy above the lowest of the compared OMol25 structures with the same formula, charge and spin at 0.000 eV. As for the frontier orbital gap: 0.159 Ha. The value obtained for the HOMO energy is -3.45 eV. The calculation puts the molecular weight at 581.527 g mol⁻¹.

Element x y z (Å)
C -3.178 0.657 -3.605
C -2.039 1.514 -3.124
O -0.997 0.584 -2.747
C 0.221 1.169 -2.538
C 1.245 0.163 -2.554
C 2.533 0.386 -3.039
C 3.142 1.677 -3.096
C 4.471 1.806 -3.479
C 5.204 0.665 -3.858
Br 7.026 0.822 -4.329
C 4.599 -0.604 -3.892
C 3.294 -0.750 -3.468
O 0.318 2.387 -2.344
H -4.124 1.187 -3.497
H -3.036 0.463 -4.673
H -3.228 -0.302 -3.077
H -1.679 2.163 -3.938
H -2.294 2.128 -2.245
H 0.909 -0.862 -2.470
H 2.541 2.548 -2.837
H 4.945 2.783 -3.494
H 5.163 -1.464 -4.243
H 2.807 -1.726 -3.481
C -4.111 2.447 0.424
C -2.944 2.657 1.397
C -2.221 3.951 1.019
C -3.530 2.844 2.804
C -2.002 1.426 1.350
C -0.760 1.472 0.790
C 0.136 0.348 0.811
C 1.426 0.489 0.264
C 2.498 -0.444 0.428
C 2.362 -1.807 0.024
C 3.385 -2.705 0.248
C 4.529 -2.284 0.956
N 5.429 -3.265 1.458
O 6.380 -2.886 2.179
O 5.242 -4.470 1.170
C 4.734 -0.922 1.270
C 3.754 -0.009 0.955
C -0.304 -0.857 1.446
C -1.578 -1.027 1.909
C -2.082 -2.393 2.446
C -2.708 -2.223 3.835
C -0.951 -3.420 2.560
C -3.145 -2.949 1.488
C -2.510 0.110 1.800
O -3.732 -0.052 2.027
H -4.694 1.574 0.733
H -4.762 3.331 0.415
H -3.738 2.280 -0.593
H -1.388 4.141 1.704
H -1.844 3.917 -0.009
H -2.921 4.794 1.093
H -2.725 2.995 3.532
H -4.184 3.726 2.817
H -4.115 1.965 3.090
H -0.389 2.397 0.333
H 1.687 1.468 -0.139
H 1.460 -2.124 -0.506
H 3.315 -3.742 -0.068
H 5.655 -0.646 1.782
H 3.899 1.054 1.166
H 0.420 -1.664 1.551
H -3.557 -1.537 3.778
H -3.058 -3.194 4.206
H -1.966 -1.825 4.536
H -0.492 -3.627 1.586
H -0.179 -3.082 3.261
H -1.352 -4.370 2.939
H -2.723 -3.063 0.482
H -3.493 -3.929 1.836
H -3.994 -2.260 1.443

No. 2
A molecular structure, C31H35F6IN5SSbSn. Source: the OMol25 dataset; level of theory: the ωB97M-V functional and the def2-TZVPD basis.

For the LUMO energy (alpha / beta), the calculation gives -3.83 / -6.65 eV. Its total charge is +1. For the total energy, the calculation gives -3225.62144 Eh. The spin multiplicity is 2. The calculation puts the energy above the lowest of the compared OMol25 structures with the same formula, charge and spin at 2.769 eV. Its expectation value of S² is 0.763. As for the frontier orbital gap (alpha / beta): 0.273 / 0.169 Ha. The value obtained for the HOMO energy (alpha / beta) is -11.26 / -11.26 eV. The calculation puts the molecular weight at 991.086 g mol⁻¹.

Element x y z (Å)
Sn -1.696 0.664 1.675
N 2.682 -1.819 1.056
C 1.341 -1.720 0.988
S 0.492 -1.294 2.513
N 0.730 -1.932 -0.103
N -0.591 -1.713 -0.160
C -1.273 -2.383 -1.007
C -0.702 -3.417 -1.916
C 0.373 -3.113 -2.749
C 0.879 -4.071 -3.613
C 0.335 -5.348 -3.634
C -0.720 -5.663 -2.791
C -1.242 -4.701 -1.940
C -2.725 -2.131 -0.992
C -3.563 -2.626 -1.984
C -4.937 -2.479 -1.847
C -5.426 -1.857 -0.717
C -4.509 -1.337 0.191
N -3.202 -1.438 0.052
H 3.145 -1.814 1.947
H 3.188 -2.148 0.250
H 0.793 -2.118 -2.744
H 1.698 -3.817 -4.274
H 0.730 -6.096 -4.308
H -1.143 -6.659 -2.795
H -2.059 -4.955 -1.276
H -3.143 -3.118 -2.849
H -5.607 -2.861 -2.606
H -6.485 -1.755 -0.528
H -4.837 -0.837 1.078
C 1.875 -0.182 5.178
C 2.255 0.377 3.845
C 3.466 0.875 3.569
C 3.779 1.496 2.291
C 5.148 2.074 2.088
C 2.855 1.588 1.307
C 1.509 1.106 1.470
C 1.187 0.419 2.798
N 0.512 1.193 0.660
C 0.506 1.858 -0.660
C 0.784 3.370 -0.522
C 0.695 4.049 -1.891
C 1.713 3.415 -2.843
C 1.392 1.927 -3.017
C -0.020 1.771 -3.589
C -1.022 2.397 -2.614
C -0.718 3.889 -2.456
C -0.904 1.706 -1.255
C 1.485 1.215 -1.662
H 2.727 -0.211 5.853
H 1.465 -1.189 5.083
H 1.093 0.433 5.633
H 4.242 0.839 4.325
H 5.829 1.789 2.887
H 5.091 3.164 2.064
H 5.567 1.755 1.133
H 3.139 2.063 0.381
H 0.333 0.946 3.238
H 1.766 3.542 -0.078
H 0.044 3.800 0.157
H 0.920 5.111 -1.770
H 2.725 3.535 -2.442
H 1.682 3.919 -3.812
H 2.119 1.475 -3.696
H -0.254 0.713 -3.746
H -0.086 2.271 -4.558
H -2.040 2.262 -2.989
H -1.446 4.351 -1.782
H -0.794 4.390 -3.424
H -1.144 0.648 -1.349
H -1.638 2.159 -0.562
H 2.512 1.252 -1.297
H 1.220 0.162 -1.770
F -1.740 -0.845 3.624
Sb -3.322 -0.361 4.723
F -3.841 0.575 3.070
F -4.148 -1.859 3.965
F -2.299 1.167 5.109
F -2.573 -1.284 6.152
F -4.870 0.277 5.524
I -1.299 3.167 2.742

No. 3
A molecular structure, C31H35LiO. Source: the OMol25 dataset; level of theory: the ωB97M-V functional and the def2-TZVPD basis.

For the LUMO energy, the calculation gives -0.78 eV. For the total energy, the calculation gives -1284.91549 Eh. As for the frontier orbital gap: 0.238 Ha. The value obtained for the HOMO energy is -7.26 eV. The calculation puts the molecular weight at 430.561 g mol⁻¹.

Element x y z (Å)
C -3.053 -2.866 -0.605
C -1.968 -3.215 0.425
C -2.564 -3.093 1.838
C -1.513 -4.664 0.196
C -0.770 -2.279 0.229
C -0.296 -1.473 1.201
C 0.826 -0.597 0.983
C 1.307 0.185 1.999
C 2.387 1.153 1.842
C 2.469 2.014 0.740
C 3.545 2.852 0.572
C 4.572 2.877 1.505
C 5.748 3.757 1.275
C 4.489 2.052 2.618
C 3.413 1.213 2.784
C 1.474 -0.629 -0.304
C 1.040 -1.413 -1.310
C 1.723 -1.452 -2.681
C 2.236 -2.874 -2.948
C 2.911 -0.474 -2.757
C 0.702 -1.070 -3.764
C -0.117 -2.285 -1.085
O -0.522 -3.015 -1.977
H -2.661 -2.977 -1.617
H -3.912 -3.528 -0.506
H -3.392 -1.839 -0.476
H -1.828 -3.359 2.596
H -2.916 -2.078 2.024
H -3.415 -3.760 1.963
H -0.736 -4.941 0.908
H -2.346 -5.356 0.309
H -1.118 -4.778 -0.813
H -0.765 -1.465 2.169
H 0.910 0.024 2.989
H 1.668 2.035 0.026
H 3.616 3.486 -0.297
H 6.490 3.658 2.070
H 6.237 3.505 0.332
H 5.446 4.804 1.223
H 5.286 2.061 3.344
H 3.369 0.556 3.629
H 2.367 -0.045 -0.429
H 1.408 -3.582 -2.936
H 2.720 -2.942 -3.920
H 2.959 -3.172 -2.189
H 2.582 0.551 -2.583
H 3.677 -0.734 -2.025
H 3.377 -0.506 -3.741
H 0.314 -0.067 -3.592
H 1.153 -1.094 -4.754
H -0.133 -1.771 -3.761
C 2.258 -4.878 6.497
Li 3.863 -3.488 6.261
C 1.804 -4.387 5.156
C 1.940 -3.033 4.994
C 2.507 -2.473 6.277
C 2.622 -3.592 7.218
C 3.576 -3.537 8.282
C 4.387 -2.381 8.398
C 4.289 -1.323 7.469
C 3.373 -1.342 6.396
H 1.466 -5.424 7.029
H 1.308 -5.035 4.435
H 1.670 -2.462 4.106
H 3.784 -4.432 8.883
H 5.060 -2.281 9.251
H 4.904 -0.441 7.614
H 3.448 -0.614 5.588

No. 4
A molecular structure, C31H35MoNO2Si. Source: the OMol25 dataset; level of theory: the ωB97M-V functional and the def2-TZVPD basis.

For the LUMO energy (alpha / beta), the calculation gives -6.71 / -7.36 eV. Its total charge is +2. For the total energy, the calculation gives -1764.69312 Eh. The spin multiplicity is 3. The calculation puts the energy above the lowest of the compared OMol25 structures with the same formula, charge and spin at 0.172 eV. Its expectation value of S² is 2.041. As for the frontier orbital gap (alpha / beta): 0.268 / 0.250 Ha. The value obtained for the HOMO energy (alpha / beta) is -14.00 / -14.15 eV. The calculation puts the molecular weight at 577.652 g mol⁻¹.

Element x y z (Å)
Mo 0.537 0.267 0.146
C 1.686 0.403 -2.088
Si 3.244 0.222 -0.955
C 3.911 -1.462 -1.147
C 4.424 1.549 -1.333
N 2.389 0.385 0.582
C 2.808 0.255 1.935
C 4.112 0.084 2.369
C 4.371 -0.053 3.725
C 3.329 -0.042 4.643
C 2.009 0.099 4.218
C 1.797 0.244 2.875
O 0.497 0.306 2.290
C -0.634 0.674 3.084
C -1.650 -0.238 3.214
C -2.773 0.137 3.944
C -2.837 1.401 4.518
C -1.783 2.294 4.361
C -0.661 1.932 3.631
H 1.686 -0.390 -2.837
H 1.694 1.370 -2.586
H 0.648 0.370 -1.728
H 4.377 -1.570 -2.135
H 3.123 -2.211 -1.059
H 4.681 -1.684 -0.397
H 5.049 1.241 -2.181
H 5.090 1.756 -0.486
H 3.907 2.474 -1.598
H 4.928 0.081 1.650
H 5.392 -0.173 4.065
H 3.534 -0.153 5.700
H 1.187 0.090 4.921
H -1.564 -1.228 2.784
H -3.588 -0.566 4.076
H -3.707 1.690 5.095
H -1.832 3.282 4.803
H 0.165 2.618 3.484
C -0.892 4.887 0.003
C 0.473 4.609 -0.006
C 0.921 3.297 0.032
C -0.013 2.249 0.083
C -1.387 2.537 0.096
C -1.817 3.853 0.055
H -1.233 5.915 -0.028
H 1.192 5.419 -0.041
H 1.982 3.101 0.041
H -2.125 1.746 0.146
H -2.880 4.071 0.064
C -1.650 -7.286 0.979
C -1.689 -5.829 0.635
C -2.833 -5.262 0.060
C -2.902 -3.924 -0.239
C -4.167 -3.375 -0.868
C -1.746 -3.116 0.048
C -1.868 -1.780 -0.216
O -0.963 -0.891 -0.083
C -0.563 -3.681 0.622
C 0.650 -2.841 0.945
C -0.568 -5.017 0.906
H -2.471 -7.838 0.526
H -1.719 -7.405 2.065
H -0.703 -7.734 0.672
H -3.687 -5.895 -0.159
H -4.884 -4.175 -1.022
H -3.975 -2.920 -1.842
H -4.654 -2.629 -0.233
H -2.826 -1.387 -0.527
H 1.012 -2.312 0.066
H 1.468 -3.468 1.288
H 0.442 -2.112 1.733
H 0.315 -5.469 1.348

No. 5
A molecular structure, C31H35N8O2SSm. Source: the OMol25 dataset; level of theory: the ωB97M-V functional and the def2-TZVPD basis.

For the LUMO energy (alpha / beta), the calculation gives -5.24 / -4.51 eV. Its total charge is +2. For the total energy, the calculation gives -2846.67182 Eh. The spin multiplicity is 6. The calculation puts the energy above the lowest of the compared OMol25 structures with the same formula, charge and spin at 0.938 eV. Its expectation value of S² is 8.759. As for the frontier orbital gap (alpha / beta): 0.283 / 0.309 Ha. The value obtained for the HOMO energy (alpha / beta) is -12.93 / -12.93 eV. The calculation puts the molecular weight at 734.102 g mol⁻¹.

Element x y z (Å)
Sm 0.082 -0.292 -0.193
C -2.081 -2.598 -1.646
C -2.487 -2.422 -0.202
N -1.280 -2.339 0.648
C -0.572 -3.616 0.812
C 0.731 -3.689 0.050
C 1.520 -4.823 0.130
C 2.685 -4.876 -0.615
C 3.017 -3.806 -1.429
C 2.183 -2.704 -1.450
C 2.525 -1.536 -2.341
N 1.491 -0.486 -2.417
C 0.557 -0.663 -3.554
C -0.474 -1.737 -3.283
N -1.259 -1.454 -2.070
N 1.069 -2.640 -0.710
H -2.963 -2.724 -2.278
H -1.480 -3.504 -1.760
H -3.139 -3.242 0.108
H -3.041 -1.489 -0.076
H -1.551 -1.998 1.562
H -1.205 -4.446 0.487
H -0.381 -3.785 1.873
H 1.218 -5.652 0.759
H 3.322 -5.750 -0.574
H 3.907 -3.825 -2.046
H 2.737 -1.922 -3.344
H 3.451 -1.086 -1.985
H 1.981 0.387 -2.579
H 1.105 -0.915 -4.466
H 0.076 0.298 -3.723
H 0.019 -2.700 -3.141
H -1.115 -1.847 -4.164
H -1.867 -0.658 -2.243
O -0.533 -0.164 2.089
S -0.664 1.296 1.835
O 0.636 1.886 1.583
N -1.511 1.306 0.490
C -1.800 2.582 -0.119
C -1.888 3.777 0.545
C -2.295 4.966 -0.104
C -2.627 4.959 -1.420
C -2.515 3.753 -2.153
C -2.843 3.689 -3.525
C -2.716 2.514 -4.201
C -2.206 1.409 -3.498
N -1.873 1.422 -2.227
C -2.067 2.575 -1.520
C -1.450 2.028 3.190
C -0.695 2.846 4.022
C -1.321 3.398 5.129
C -2.662 3.133 5.376
C -3.401 2.322 4.520
C -2.798 1.757 3.410
H -1.685 3.848 1.603
H -2.360 5.880 0.473
H -2.970 5.856 -1.919
H -3.199 4.582 -4.024
H -2.976 2.420 -5.246
H -2.064 0.473 -4.035
H 0.346 3.045 3.804
H -0.762 4.040 5.797
H -3.142 3.567 6.244
H -4.448 2.136 4.717
H -3.361 1.137 2.724
N 5.994 -0.351 2.779
C 4.845 -0.326 2.079
C 3.724 -1.080 2.475
C 2.584 -1.012 1.722
N 2.453 -0.277 0.604
C 3.518 0.453 0.244
C 4.709 0.461 0.920
H 6.077 -0.883 3.626
H 6.780 0.214 2.511
H 3.749 -1.693 3.367
H 1.710 -1.570 2.042
H 3.403 1.085 -0.630
H 5.523 1.080 0.566

No. 6
A molecular structure, C31H36AlN7O5. Source: the OMol25 dataset; level of theory: the ωB97M-V functional and the def2-TZVPD basis.

For the LUMO energy, the calculation gives -5.77 eV. Its total charge is +2. For the total energy, the calculation gives -2204.60026 Eh. The calculation puts the energy above the lowest of the compared OMol25 structures with the same formula, charge and spin at 0.000 eV. As for the frontier orbital gap: 0.270 Ha. The value obtained for the HOMO energy is -13.10 eV. The calculation puts the molecular weight at 613.655 g mol⁻¹.

Element x y z (Å)
Al -0.682 0.558 -1.128
C 4.023 0.385 0.620
O 3.289 1.611 0.331
C 2.607 1.325 -0.799
N 2.620 0.157 -1.263
C 3.419 -0.668 -0.353
C 2.628 -1.794 0.308
C 1.477 -2.431 -0.204
C 0.945 -3.488 0.539
C 1.501 -3.947 1.720
C 2.658 -3.352 2.190
C 3.201 -2.294 1.482
C 1.872 2.426 -1.452
C 2.502 3.608 -1.818
C 1.818 4.521 -2.600
C 0.530 4.211 -3.028
C -0.016 3.021 -2.598
N 0.612 2.153 -1.791
C -1.331 2.509 -3.008
N -1.703 1.364 -2.582
C -3.080 1.122 -3.066
C -3.291 2.322 -4.025
O -2.123 3.192 -3.786
C -3.267 -0.212 -3.745
C -4.566 -0.593 -4.073
C -4.801 -1.784 -4.736
C -3.737 -2.613 -5.067
C -2.446 -2.238 -4.737
C -2.207 -1.037 -4.081
H 3.865 0.171 1.674
H 5.077 0.585 0.437
H 4.222 -1.124 -0.939
H -0.019 -2.954 -1.574
H 0.058 -3.980 0.161
H 1.054 -4.782 2.240
H 3.152 -3.719 3.079
H 4.134 -1.877 1.839
H 3.524 3.780 -1.513
H 2.289 5.444 -2.905
H -0.033 4.861 -3.681
H -3.729 1.186 -2.190
H -4.174 2.919 -3.817
H -3.250 2.032 -5.074
H -5.405 0.036 -3.796
H -5.812 -2.070 -4.989
H -3.917 -3.548 -5.578
H -1.614 -2.880 -4.993
H -1.187 -0.766 -3.840
N 0.053 0.707 0.849
C -0.859 -0.245 1.538
C -0.902 -0.188 3.059
C 0.451 -0.425 3.740
C 1.059 0.801 4.424
N 0.153 1.486 5.357
C -0.173 1.054 6.573
N -0.964 1.794 7.349
N 0.279 -0.111 7.027
C -2.257 -0.094 0.926
O -3.228 -0.518 1.498
O -2.254 0.528 -0.222
H 1.014 0.393 0.941
H -0.011 1.632 1.268
H -0.514 -1.241 1.255
H -1.594 -0.978 3.348
H -1.378 0.736 3.396
H 1.188 -0.787 3.014
H 0.369 -1.255 4.446
H 1.344 1.553 3.688
H 1.976 0.539 4.959
H -0.141 2.419 5.121
H -1.299 2.695 7.052
H -1.259 1.470 8.254
H 0.846 -0.712 6.454
H 0.045 -0.436 7.950
C 1.531 -2.233 -2.786
C 0.710 -2.137 -1.509
O -0.039 -0.958 -1.420
H 2.103 -3.163 -2.781
H 2.208 -1.399 -2.920
H 0.855 -2.274 -3.641

The highest molecular weight belongs to which entry?
C31H35F6IN5SSbSn